Below is C5H5NO2 as an isolated structure, with properties calculated with ωB97M-V with the def2-TZVPD basis set.

Output
multiplicity	1
DFT total energy	-398.6647	Ha

Atoms and positions in Å:
C 0.38 1.85 1.29
C 0.61 1.26 -0.16
C 0.17 -0.16 -0.33
C -0.64 -2.04 -0.11
C -0.50 -1.81 -1.44
H 1.05 1.30 1.99
H 0.67 2.91 1.15
H -0.99 2.08 1.47
H -0.86 -3.16 0.33
H -0.65 -2.43 -2.26
N -0.25 -1.05 0.64
O 1.09 1.85 -1.03
O -0.08 -0.59 -1.55

Mulliken population analysis, charges in e, atoms 1 to 2: number 1, C, carries -0.906; number 2, C, carries 0.389

=====

Below is C26H20BrN4O5W as an isolated structure, with properties calculated with ωB97M-V with the def2-TZVPD basis set.

Output
charge	+3
multiplicity	1
DFT total energy	-4238.2141	Ha

Atoms and positions in Å:
W -0.97 -0.38 0.24
O 4.23 1.72 0.42
C 3.42 2.58 1.02
C 3.99 3.75 1.52
C 3.20 4.67 2.16
C 1.81 4.47 2.33
C 1.23 3.34 1.85
C 2.02 2.36 1.18
C 1.42 1.19 0.69
O 0.06 1.03 0.85
N 1.98 0.19 0.06
N 1.04 -0.75 -0.29
C 1.57 -1.80 -0.94
C 0.88 -2.93 -1.38
C 1.56 -3.96 -2.06
C 0.87 -5.08 -2.47
C -0.50 -5.19 -2.19
C -1.20 -4.19 -1.51
C -0.50 -3.08 -1.12
O -1.12 -2.07 -0.47
H 3.78 0.92 0.12
H 5.05 3.90 1.39
H 3.65 5.57 2.55
H 1.22 5.22 2.84
H 0.17 3.17 1.98
H 2.64 -1.72 -1.13
H 2.62 -3.86 -2.26
H 1.38 -5.87 -2.99
H -1.03 -6.08 -2.52
H -2.26 -4.29 -1.30
O -4.03 0.49 2.72
C -3.04 0.03 2.30
O -2.52 0.31 1.03
C -2.11 -0.94 2.97
C -2.29 -1.41 4.24
C -1.35 -2.31 4.75
C -0.29 -2.70 3.95
C -0.17 -2.19 2.67
N -1.07 -1.31 2.19
H -3.15 -1.08 4.82
H -1.46 -2.70 5.75
H 0.46 -3.40 4.31
H 0.64 -2.47 2.02
C -0.08 3.35 -3.66
C -1.05 2.33 -3.14
C -2.32 2.14 -3.72
C -3.18 1.19 -3.23
C -2.79 0.42 -2.15
Br -3.95 -0.91 -1.52
N -1.59 0.58 -1.56
C -0.74 1.52 -2.07
H -0.52 4.34 -3.59
H 0.14 3.16 -4.71
H 0.85 3.34 -3.10
H -2.62 2.76 -4.56
H -4.15 1.03 -3.67
H 0.22 1.62 -1.59

Mulliken population analysis, charges in e, atoms 1 to 2: number 1, W, carries 1.230; number 2, O, carries -0.572

=====

Below is C4H10N2O2 as an isolated structure, with properties calculated with ωB97M-V with the def2-TZVPD basis set.

Output
multiplicity	1
DFT total energy	-418.0822	Ha

Atoms and positions in Å:
C -0.45 -0.55 -2.64
C 0.21 -1.00 -0.42
C 0.87 -1.65 0.72
C -0.68 1.75 1.96
H -1.33 -1.49 -2.48
H -0.80 0.61 -2.35
H 0.04 -0.36 -3.52
H -0.80 -1.49 -0.74
H 1.10 -2.74 0.37
H 0.16 -1.97 1.56
H 1.99 -1.13 0.90
H 0.79 1.88 -0.10
H -1.37 1.11 2.33
H 0.52 3.41 2.33
N 0.03 1.23 0.81
N -0.51 2.72 2.72
O 0.81 -0.48 -1.61
O -0.58 0.17 0.14

Mulliken population analysis, charges in e, atoms 1 to 2: number 1, C, carries -0.584; number 2, C, carries 0.571

=====

Below is a 2-piece molecular cluster, C2H4ClFO overall, with properties calculated with ωB97M-V with the def2-TZVPD basis set.

Output
multiplicity	1
DFT total energy	-713.7832	Ha

Atoms and positions in Å:
C -0.59 0.23 0.08
C 1.96 -0.53 0.41
O 0.07 -0.91 0.17
F 2.60 -1.38 -0.24
Cl 2.24 1.05 -0.11
H -0.60 0.87 0.98
H -1.48 -0.10 -0.47
H -0.04 0.77 -0.66
H 2.08 -0.60 1.46

Mulliken population analysis, charges in e, atoms 1 to 2: number 1, C, carries -0.667; number 2, C, carries 0.273

=====

Below is C34H37MgN6O3P2S as an isolated structure, with properties calculated with ωB97M-V with the def2-TZVPD basis set.

Output
⟨S²⟩	0.761
multiplicity	2
DFT total energy	-3153.2467	Ha

Atoms and positions in Å:
Mg 0.79 -0.23 -0.25
O 1.51 -2.05 0.36
P 1.08 -2.97 1.49
C -0.38 -2.23 2.33
P 0.03 -0.54 2.84
O 0.59 0.25 1.67
C 1.16 -0.63 4.19
C 2.37 0.06 4.10
C 3.30 -0.03 5.12
C 3.03 -0.80 6.24
C 1.82 -1.48 6.35
C 0.89 -1.40 5.33
C -1.54 0.18 3.37
C -1.74 0.69 4.65
C -2.96 1.27 4.97
C -3.96 1.36 4.01
C -3.75 0.87 2.73
C -2.54 0.28 2.41
C 0.42 -4.48 0.75
C 0.83 -5.74 1.15
C 0.35 -6.87 0.50
C -0.54 -6.74 -0.55
C -0.95 -5.48 -0.97
C -0.47 -4.35 -0.32
C 2.29 -3.28 2.68
C 3.59 -2.70 2.56
C 4.54 -2.92 3.51
C 4.27 -3.73 4.64
C 3.01 -4.32 4.76
C 2.02 -4.11 3.82
H -0.62 -2.83 3.21
H -1.25 -2.22 1.67
H 2.58 0.64 3.21
H 4.25 0.49 5.03
H 3.77 -0.88 7.04
H 1.62 -2.09 7.22
H -0.04 -1.95 5.42
H -0.95 0.64 5.39
H -3.12 1.67 5.96
H -4.91 1.82 4.27
H -4.52 0.96 1.97
H -2.38 -0.07 1.40
H 1.54 -5.84 1.96
H 0.67 -7.86 0.82
H -0.92 -7.62 -1.06
H -1.63 -5.37 -1.80
H -0.75 -3.36 -0.67
H 3.81 -2.07 1.70
H 5.52 -2.46 3.41
H 5.03 -3.91 5.39
H 2.79 -4.95 5.61
H 1.06 -4.58 3.94
O 0.08 1.57 -0.80
N -0.57 2.43 -0.03
C 0.17 3.22 0.78
C -0.39 4.16 1.59
C -1.79 4.30 1.56
C -2.52 3.49 0.75
C -1.94 2.50 -0.07
S -2.89 1.44 -1.01
H 1.23 3.03 0.71
H 0.24 4.77 2.22
H -2.28 5.04 2.18
H -3.60 3.56 0.71
C 3.70 -2.99 -2.01
N 2.57 -2.54 -2.82
C 1.81 -3.61 -3.46
C 2.03 -1.34 -2.55
N 2.43 -0.50 -1.65
N 0.96 -0.95 -3.41
C -0.26 -0.57 -2.88
N -1.05 0.17 -3.69
N -0.60 -0.99 -1.71
H 4.08 -3.91 -2.44
H 3.40 -3.17 -0.98
H 4.50 -2.25 -2.04
H 1.49 -4.34 -2.72
H 2.44 -4.11 -4.20
H 0.94 -3.21 -3.95
H 3.15 -0.93 -1.07
H 1.24 -0.55 -4.29
H -0.60 0.72 -4.41
H -1.76 0.69 -3.18
H -1.50 -0.57 -1.46

Mulliken population analysis, charges in e, atoms 1 to 2: number 1, Mg, carries 1.484; number 2, O, carries -0.099